Entry 1:
{
  "formula": "C3H8N2OS2",
  "method": "ωB97M-V with the def2-TZVPD basis set",
  "symbols": ["C", "C", "C", "H", "H", "H", "H", "H", "H", "H", "H", "N", "N", "O", "S", "S"],
  "xyz": [[-1.62847, 1.37959, 0.99192], [0.29219, 0.39104, 0.03867], [0.80989, -2.03477, 0.78518], [-1.49259, 2.44506, 0.37718], [-1.24971, 1.56154, 2.04496], [-2.87578, 1.17054, 0.98679], [-2.20903, -0.19126, -1.79857], [1.51726, -1.80194, 1.90437], [1.43171, -3.09147, -0.12191], [-0.54625, -2.08005, 0.74680], [2.29681, -0.02285, -1.12008], [-1.12042, 0.20333, 0.36839], [1.08334, -0.68038, 0.32004], [2.34027, -0.88367, -0.27693], [-1.91131, -0.90829, -0.66764], [1.15027, 1.78354, -0.36472]],
  "total_charge": 0,
  "e_tot_ha": -1099.9373,
  "gap_ev": 8.678,
  "fmax_ha_per_bohr": 0.1157
}

***

Entry 2:
{
  "formula": "C3H8N2OSe",
  "method": "ωB97M-V with the def2-TZVPD basis set",
  "symbols": ["C", "C", "C", "N", "N", "O", "Se", "H", "H", "H", "H", "H", "H", "H", "H"],
  "xyz": [[-1.32348, -0.11524, 0.46910], [1.02196, -0.64125, -1.16693], [0.51599, 1.68829, 0.59058], [-0.66519, -1.20452, -0.18592], [-0.78947, 1.18966, 0.18895], [-0.02596, -2.17443, 0.68425], [2.04804, 0.29604, 0.20116], [-2.41438, -0.19467, 0.01091], [-1.24946, -0.25531, 1.60225], [1.41125, -1.59133, -1.22329], [0.66275, -0.30280, -2.08995], [0.63946, 2.56756, -0.08127], [0.64543, 1.78049, 1.61662], [0.55229, -2.62865, 0.06566], [-1.02921, 1.58615, -0.68213]],
  "total_charge": 0,
  "e_tot_ha": -2705.0950,
  "gap_ev": [8.358, 8.359],
  "fmax_ha_per_bohr": 0.1018
}

***

Entry 3:
{
  "formula": "C3H8N2S",
  "method": "ωB97M-V with the def2-TZVPD basis set",
  "symbols": ["C", "N", "C", "C", "N", "S", "H", "H", "H", "H", "H", "H", "H", "H"],
  "xyz": [[1.38892, -1.56229, -0.76489], [0.21977, -0.61572, -0.78555], [-0.41367, -0.41631, 0.57340], [-1.49857, 0.58086, 0.26148], [-1.38805, 1.84551, 0.38060], [0.00629, 2.64478, 0.90937], [1.94017, -1.30111, -1.64202], [0.94362, -2.53438, -0.85090], [1.83617, -1.62449, 0.26882], [0.60805, 0.25718, -1.08296], [0.18164, 0.04479, 1.36885], [-0.91540, -1.35044, 0.84423], [-2.38109, 0.16874, -0.19899], [-0.52785, 3.86288, 0.71856]],
  "smiles": "CNC/C=N\\S",
  "total_charge": 0,
  "e_tot_ha": -626.7373,
  "gap_ev": 9.795,
  "fmax_ha_per_bohr": 0.0561
}

***

Entry 4:
{
  "formula": "C3H8N2S",
  "method": "ωB97M-V with the def2-TZVPD basis set",
  "symbols": ["C", "N", "N", "C", "C", "S", "H", "H", "H", "H", "H", "H", "H", "H"],
  "xyz": [[2.70734, -0.82109, -0.08956], [1.81435, 0.02132, 0.17212], [0.59102, -0.08059, -0.46124], [-0.36813, 0.75959, 0.24946], [-1.71104, 0.63250, -0.40736], [-2.53970, -0.87771, -0.01527], [3.69810, -0.59194, 0.27620], [2.58318, -1.80087, -0.56936], [0.23027, -1.01486, -0.37054], [-0.47550, 0.51580, 1.33342], [-0.03219, 1.79277, 0.17196], [-2.34894, 1.56198, -0.12019], [-1.59765, 0.64391, -1.51277], [-2.55111, -0.74079, 1.34312]],
  "smiles": "C=NNCCS",
  "total_charge": 0,
  "e_tot_ha": -626.7380,
  "gap_ev": 10.057,
  "fmax_ha_per_bohr": 0.0514
}

***

Entry 5:
{
  "formula": "C3H8N2S",
  "method": "ωB97M-V with the def2-TZVPD basis set",
  "symbols": ["H", "N", "C", "N", "C", "C", "S", "H", "H", "H", "H", "H", "H", "H"],
  "xyz": [[1.49663, 2.29757, -0.18278], [0.85609, 1.78494, 0.44241], [0.92736, 0.53103, 0.19379], [1.68723, -0.11959, -0.83200], [-0.04144, -0.45057, 0.83224], [-1.23386, -0.67596, -0.01715], [-2.16809, 0.81261, -0.27068], [2.11835, -0.98882, -0.54283], [2.30939, 0.42316, -1.36999], [0.48050, -1.37724, 1.01284], [-0.29426, -0.01779, 1.81824], [-1.85161, -1.43885, 0.44308], [-0.92896, -1.08344, -0.99848], [-3.35733, 0.30294, -0.52869]],
  "smiles": "[H]/N=C(\\N)CCS",
  "total_charge": 0,
  "e_tot_ha": -626.7952,
  "gap_ev": 9.607,
  "fmax_ha_per_bohr": 0.0473
}

***

Entry 6:
{
  "formula": "C3H8N2S",
  "method": "ωB97M-V with the def2-TZVPD basis set",
  "symbols": ["C", "C", "C", "S", "N", "N", "H", "H", "H", "H", "H", "H", "H", "H"],
  "xyz": [[-1.56533, 0.55533, 0.84508], [-0.45412, 0.03055, 0.07803], [0.72282, -0.50938, 0.82640], [2.14247, 0.64188, 0.85801], [-0.54133, 0.20722, -1.20565], [0.54231, -0.17143, -1.99860], [-1.24919, 1.16625, 1.68992], [-2.08989, -0.28595, 1.37296], [-2.26274, 1.10931, 0.17982], [0.44554, -0.56914, 1.82854], [1.02881, -1.51806, 0.53801], [2.23793, 0.71504, -0.48086], [0.06043, -0.36268, -2.87614], [0.98228, -1.00895, -1.65552]],
  "smiles": "C/C(CS)=N/N",
  "total_charge": 0,
  "e_tot_ha": -626.7571,
  "gap_ev": 9.799,
  "fmax_ha_per_bohr": 0.0526
}

***

Entry 7:
{
  "formula": "C3H8N2S",
  "method": "ωB97M-V with the def2-TZVPD basis set",
  "symbols": ["C", "C", "C", "N", "N", "S", "H", "H", "H", "H", "H", "H", "H", "H"],
  "xyz": [[1.16217, 0.67864, 0.96921], [1.37340, 0.01705, -0.48933], [-2.11950, -1.01137, 0.07143], [-0.11123, 1.25738, 1.02773], [0.12637, 0.13273, -1.27967], [-1.02319, 0.98939, -0.17584], [1.23855, -0.18221, 1.69981], [1.84224, 1.43208, 1.28948], [2.13467, 0.52412, -0.91542], [1.71127, -0.99786, -0.47591], [-2.07549, -1.29602, 1.07956], [-1.66358, -1.53907, -0.63780], [-3.04329, -0.70090, -0.11433], [0.44760, 0.69605, -2.04891]],
  "total_charge": 0,
  "e_tot_ha": -626.6545,
  "gap_ev": 8.282,
  "fmax_ha_per_bohr": 0.0966
}

***

Entry 8:
{
  "formula": "C3H8N2S",
  "method": "ωB97M-V with the def2-TZVPD basis set",
  "symbols": ["C", "N", "C", "C", "N", "S", "H", "H", "H", "H", "H", "H", "H", "H"],
  "xyz": [[-1.30839, 0.03576, 1.89654], [-1.19242, -0.29218, 0.48840], [0.15192, -0.01488, -0.02403], [0.22521, -0.31328, -1.48088], [1.16568, -0.02353, -2.30651], [2.55359, 0.80074, -1.64335], [-2.27274, -0.27197, 2.32894], [-1.30284, 1.12263, 1.84935], [-0.49515, -0.29359, 2.57124], [-1.38573, -1.26992, 0.31565], [0.94621, -0.58394, 0.54212], [0.32689, 1.03439, 0.17759], [-0.62668, -0.78364, -1.87227], [3.21444, 0.85341, -2.84279]],
  "smiles": "CNC/C=N\\S",
  "total_charge": 0,
  "e_tot_ha": -626.7515,
  "gap_ev": 9.952,
  "fmax_ha_per_bohr": 0.0427
}

***

Entry 9:
{
  "formula": "C3H8N2S",
  "method": "ωB97M-V with the def2-TZVPD basis set",
  "symbols": ["C", "N", "N", "C", "C", "S", "H", "H", "H", "H", "H", "H", "H", "H"],
  "xyz": [[2.19035, 0.66197, -0.20534], [1.59175, -0.65528, -0.73865], [0.33362, -1.03747, -0.34193], [-0.43549, -0.07318, 0.07759], [-1.84106, -0.60246, 0.46351], [-3.16847, 0.03498, -0.64840], [3.24927, 0.75479, -0.23590], [1.70025, 1.42776, -0.76290], [1.69441, 0.81655, 0.80481], [2.20135, -1.50233, -0.49241], [-0.09236, 0.97601, 0.08892], [-1.68795, -1.64530, 0.31285], [-2.22159, -0.32513, 1.42524], [-3.51406, 1.16908, 0.25261]],
  "smiles": "CN/N=C/CS",
  "total_charge": 0,
  "e_tot_ha": -626.7156,
  "gap_ev": 9.433,
  "fmax_ha_per_bohr": 0.0782
}

***

Entry 10:
{
  "formula": "C3H8N2S2",
  "method": "ωB97M-V with the def2-TZVPD basis set",
  "symbols": ["N", "C", "C", "S", "C", "N", "S", "H", "H", "H", "H", "H", "H", "H", "H"],
  "xyz": [[1.33973, 1.20273, -0.26466], [-0.01961, 1.68142, -0.42279], [-1.09076, 0.64602, -0.84989], [-1.59529, -0.58894, 0.35128], [-0.25332, -1.70711, 0.39864], [0.14383, -2.12564, 1.63533], [0.44785, -2.37574, -0.92556], [1.76735, 0.81790, -1.12135], [1.48242, 0.54483, 0.47133], [0.02069, 2.46493, -1.13518], [-0.35639, 2.18768, 0.48719], [-0.66244, 0.20906, -1.74230], [-1.96892, 1.18328, -1.05734], [-0.30995, -1.61249, 2.43204], [1.05482, -2.52793, 1.74326]],
  "smiles": "NCCSC(N)=S",
  "total_charge": 0,
  "e_tot_ha": -1024.9820,
  "gap_ev": 8.722,
  "fmax_ha_per_bohr": 0.0589
}

***

Entry 11:
{
  "formula": "C3H8N2S2",
  "method": "ωB97M-V with the def2-TZVPD basis set",
  "symbols": ["H", "N", "C", "N", "S", "C", "S", "C", "H", "H", "H", "H", "H", "H", "H"],
  "xyz": [[-2.04386, 2.02638, -0.08712], [-1.40080, 1.20120, -0.06895], [-2.17417, 0.18743, 0.01516], [-1.75901, -1.12551, -0.04361], [-0.22446, -1.71774, -0.64616], [0.88758, -1.02993, 0.73968], [2.51039, -0.72421, 0.01117], [2.18497, 0.92843, -0.56597], [-3.23729, 0.13558, 0.15850], [-2.51933, -1.83576, -0.04429], [0.42859, -0.10745, 1.08872], [0.94034, -1.77969, 1.52590], [2.29615, 1.65457, 0.21556], [2.91133, 1.17435, -1.32497], [1.19957, 1.01237, -0.97363]],
  "smiles": "[H]/N=C/NSCSC",
  "total_charge": 0,
  "e_tot_ha": -1024.9587,
  "gap_ev": 9.121,
  "fmax_ha_per_bohr": 0.0403
}

***

Entry 12:
{
  "formula": "C3H8N3",
  "method": "ωB97M-V with the def2-TZVPD basis set",
  "symbols": ["C", "C", "C", "N", "N", "N", "H", "H", "H", "H", "H", "H", "H", "H"],
  "xyz": [[-0.18728, -2.65516, 0.36509], [-1.24354, -1.93297, 0.14370], [-0.25133, 1.83760, 0.87846], [1.30852, 1.60434, -1.03458], [1.63186, 1.25813, -2.08095], [0.75239, 1.62813, -0.02936], [-0.14061, -3.55338, 0.96357], [0.63504, -2.37016, -0.30464], [-1.07212, -1.08566, -0.51832], [-2.14078, -1.92168, 0.73074], [-0.55733, 0.82374, 1.24498], [-1.11320, 2.36227, 0.58705], [0.14191, 2.35776, 1.84064], [2.23648, 1.64702, -2.78637]],
  "total_charge": 1,
  "e_tot_ha": -282.9126,
  "gap_ev": 7.926,
  "fmax_ha_per_bohr": 0.0936
}

***

Entry 13:
{
  "formula": "C3H8N3",
  "method": "ωB97M-V with the def2-TZVPD basis set",
  "symbols": ["N", "C", "N", "N", "C", "C", "H", "H", "H", "H", "H", "H", "H", "H"],
  "xyz": [[-0.61499, -1.77167, -0.64332], [-0.67805, -0.48637, -0.56755], [-1.39444, 0.33239, -1.33128], [-0.03449, 0.17626, 0.58107], [0.76652, 1.36356, 0.88327], [1.23438, 0.02069, 1.26308], [-0.03561, -2.16626, -0.02047], [-1.05631, -2.32926, -1.43262], [-1.19636, 1.36685, -1.11240], [-1.88094, 0.00763, -2.14017], [0.30616, 2.20414, 1.47026], [1.36740, 1.81770, 0.15038], [2.04381, -0.34270, 0.66657], [1.17293, -0.19297, 2.23317]],
  "smiles": "NC(=[NH2+])N1CC1",
  "total_charge": 1,
  "e_tot_ha": -283.0825,
  "gap_ev": 11.379,
  "fmax_ha_per_bohr": 0.1065
}

***

Entry 14:
{
  "formula": "C3H8N3",
  "method": "ωB97M-V with the def2-TZVPD basis set",
  "symbols": ["C", "C", "C", "N", "N", "N", "H", "H", "H", "H", "H", "H", "H", "H"],
  "xyz": [[1.17110, 0.05660, -0.10253], [-0.23409, -0.27786, -0.31790], [-0.10829, 2.15577, 0.48485], [-1.09840, -3.63959, -0.75195], [-1.15924, -2.93183, 0.11952], [0.12046, 0.72726, 0.67263], [1.80647, -0.62072, 0.45436], [1.71940, 0.69460, -0.78877], [-0.78517, 0.06144, -1.17915], [0.72280, 2.72425, 0.90264], [-0.19031, 2.38066, -0.57798], [-1.03095, 2.46213, 0.97766], [-0.96984, -4.24648, -1.54294], [0.03604, 0.45376, 1.64957]],
  "total_charge": 1,
  "e_tot_ha": -282.9189,
  "gap_ev": [8.278, 5.975],
  "fmax_ha_per_bohr": 0.0361
}

***

Entry 15:
{
  "formula": "C3H8N3",
  "method": "ωB97M-V with the def2-TZVPD basis set",
  "symbols": ["C", "C", "C", "N", "N", "N", "H", "H", "H", "H", "H", "H", "H", "H"],
  "xyz": [[-3.27667, 0.52090, -0.01078], [-2.17192, 0.09573, -0.00533], [1.54690, -0.43499, -0.08317], [2.44812, 0.69706, -0.04389], [0.22632, 0.13567, -0.13940], [-0.93352, -0.75211, -0.07045], [-4.15819, 1.18957, -0.03012], [1.69774, -1.12119, -0.96116], [1.63217, -1.08437, 0.89625], [2.09453, 1.39876, -0.66003], [2.59264, 0.89398, 0.91652], [0.08499, 1.00612, 0.33613], [-0.91008, -1.14735, -0.92963], [-0.87305, -1.39779, 0.78505]],
  "total_charge": 1,
  "multiplicity": 3,
  "e_tot_ha": -282.7212,
  "gap_ev": [5.492, 5.748],
  "fmax_ha_per_bohr": 0.1109
}

***

Entry 16:
{
  "formula": "C3H8N3O",
  "method": "ωB97M-V with the def2-TZVPD basis set",
  "symbols": ["N", "C", "N", "C", "C", "O", "N", "H", "H", "H", "H", "H", "H", "H", "H"],
  "xyz": [[-1.96107, 0.65536, 0.23037], [-0.98369, -0.55151, 0.18894], [0.12352, -0.19858, -0.76205], [1.48829, -1.13875, -0.37310], [2.18219, -0.27540, 0.36804], [1.63943, 0.97227, 0.43327], [0.59847, 1.10080, -0.52732], [-1.22437, 1.51578, 0.37942], [-2.73370, 0.60941, 0.89394], [-2.51177, 0.74865, -0.71121], [-0.81620, -0.67494, 1.22351], [-1.43062, -1.49004, -0.32117], [1.62708, -2.03782, -0.83059], [2.82745, -0.55575, 1.14416], [1.17500, 1.32052, -1.33619]],
  "smiles": "[NH3+]CN1C=CON1",
  "total_charge": 1,
  "e_tot_ha": -358.1974,
  "gap_ev": 9.704,
  "fmax_ha_per_bohr": 0.1063
}